Record 1
Computed, not measured: a structure of composition C30H42FeN2O2P2, with ωB97M-V with the def2-TZVPD basis set.

Results
E_HOMO (spin up / spin down) = -2.941 / -5.845 eV
spin multiplicity = 5
orbital gap (spin up / spin down) = 3.149 / 6.055 eV
<S²> = 6.08

Structure (XYZ):
```
79
Properties=species:S:1:pos:R:3:forces:R:3
H 1.461685 3.905613 -2.215783 0.51 0.09 -0.01
C 0.773156 1.035593 -4.318483 -0.42 0.94 -0.26
C 1.473771 1.667873 5.229222 0.20 -0.25 0.08
C -0.338544 -1.642002 -5.332050 0.82 -1.19 -0.39
H -0.483812 -0.289116 -7.044641 -0.42 -0.40 0.50
H -0.197291 -5.297652 0.556062 -0.10 -0.02 -0.22
H -1.077941 1.627133 -3.420609 0.49 -0.70 0.07
N 0.115034 0.581028 1.314358 -0.97 0.47 1.57
H 2.949455 2.170948 6.698702 0.03 -0.26 0.00
N -0.084452 2.198398 2.919887 -0.43 1.39 -0.19
C 2.042780 -0.790340 -5.471388 -0.21 0.40 0.29
O -1.405032 -0.861805 2.347555 -0.73 -1.87 0.24
H -1.636076 1.484112 -6.079582 -0.09 -0.21 0.43
H -0.950200 -2.539948 -5.140228 0.25 0.55 0.30
H -1.829518 -0.715724 -2.392647 0.33 -0.43 0.31
C -0.574048 -4.890537 -0.390667 0.22 -0.84 0.61
C 0.791390 -2.327005 0.445547 0.26 0.22 0.30
C -2.926414 1.310693 6.633715 0.00 0.04 -0.45
H 2.494794 3.639659 -0.717752 -0.53 -0.08 -0.50
C 0.966751 -1.724342 -4.995391 -0.60 -0.84 -1.66
H -1.853051 -2.957339 -1.701073 0.15 -0.27 0.09
C -0.401042 1.006326 3.664097 0.25 0.19 0.07
C -0.862261 -2.684840 -2.073066 -0.11 0.73 -0.41
C -0.826988 -1.161871 -2.220126 0.49 -0.18 -1.04
H 1.359046 -2.675868 -4.600841 -0.49 0.44 0.19
H 2.346413 2.354324 -1.989321 -0.11 0.72 0.26
C 2.970468 0.050773 6.201706 0.11 0.13 -0.08
H 1.087430 2.691361 5.162227 0.20 -0.39 0.19
H 2.399158 -1.090978 -6.473285 0.10 -0.13 0.46
C -0.566658 1.093723 -4.235932 0.61 1.20 -0.48
H -0.038519 -2.191480 1.153050 -0.06 0.21 -0.14
C -0.580223 0.045273 2.422074 0.58 1.21 -0.57
H 1.452634 1.361594 -3.515572 -0.77 -0.16 -0.16
C 1.824085 3.184962 -1.474126 0.34 0.80 -0.54
Fe 0.303069 0.115761 -1.206123 -0.51 1.34 1.45
C 1.382112 -0.633836 4.518457 0.07 0.02 0.14
C -2.606008 2.186714 4.012248 -0.50 0.08 0.13
C -3.707680 2.615697 4.757903 0.14 -0.27 0.24
H 3.700527 -0.206735 6.951623 0.30 -0.02 -0.02
H 2.387327 1.316911 -5.680157 -0.47 -0.09 -0.13
H -1.938037 2.190926 -0.611017 0.33 0.52 0.00
C 2.529033 1.368777 6.096668 -0.66 0.06 -0.37
C 1.511752 0.651077 -5.570563 0.31 -0.07 -0.04
H 2.809585 -1.958665 5.397331 0.06 0.18 0.19
H 0.854931 0.758566 -6.451587 0.69 0.15 0.47
C -1.271075 3.071923 -0.698418 -0.01 0.52 -0.21
H 1.074692 -1.295696 0.045312 -0.26 -1.52 0.49
H 1.682840 -4.358208 -2.632468 0.16 0.00 0.08
C 1.872968 -3.799564 -1.714116 0.35 -0.61 0.00
H -1.491699 3.599434 -1.636391 -0.14 -0.01 0.29
H -1.090199 0.206692 6.325063 -0.16 0.28 -0.16
P 0.348116 -3.435337 -0.889172 -1.62 1.68 -0.79
C -1.649095 1.317415 4.544539 0.25 -0.11 0.24
H 2.452046 -4.398326 -1.003260 0.20 0.00 -0.31
H -1.368231 3.728376 0.190791 -0.11 -0.26 -0.69
H -0.499301 -5.668088 -1.162134 0.08 0.20 0.12
H -2.019171 -1.032127 -6.486922 0.64 0.02 -0.14
O 0.781447 2.792579 0.900718 0.91 0.82 -2.06
H 0.919029 -1.435212 3.935985 0.07 0.36 0.07
C 0.867556 0.660930 4.465238 -0.37 -0.41 0.77
H 2.417257 -2.874675 -1.930121 -0.23 -0.08 0.04
H -1.642969 -4.654308 -0.273489 0.52 0.17 0.03
C 2.451448 -0.932866 5.370611 -0.55 0.10 -0.17
C -1.817490 0.888383 5.875426 -0.23 0.05 -0.20
H 0.263715 3.079746 3.311779 -0.29 -0.89 -0.06
H -3.052975 0.974002 7.667936 0.12 0.05 -0.42
H -0.743003 -3.144939 -3.087226 0.12 -0.23 0.85
H -2.496418 0.452353 -4.895906 0.51 0.23 -0.21
C -1.503831 0.668908 -5.340237 0.01 -0.25 -0.18
H 2.874295 -0.834906 -4.744647 -0.11 0.09 -0.46
H 1.655639 -2.737913 0.991433 -0.19 0.02 -0.20
H -2.511837 2.546214 2.990731 0.14 -0.13 0.18
H -4.428789 3.309344 4.320253 0.20 -0.26 0.06
H -4.765218 2.467361 6.647168 0.40 -0.05 -0.18
C 0.378685 1.825608 1.703238 0.71 -1.32 0.01
C -3.884365 2.166946 6.070247 0.32 -0.19 0.00
C -1.059311 -0.596909 -6.148352 -0.59 0.29 0.07
P 0.417139 2.381986 -0.722551 0.08 -1.47 1.36
H -0.264523 -0.912857 -3.151445 -0.64 -0.46 0.87
```
Positions in Å, forces in eV/Å.

Record 2
Computed, not measured: a structure of composition C2H2ClNS2, with ωB97M-V with the def2-TZVPD basis set.

Results
E_HOMO (spin up / spin down) = -7.186 / -10.212 eV
spin multiplicity = 3
orbital gap (spin up / spin down) = 7.743 / 8.003 eV
<S²> = 2.02

Structure (XYZ):
```
8
Properties=species:S:1:pos:R:3:forces:R:3
N -0.924523 1.036599 -1.536795 -0.73 -2.14 -2.46
C 0.458085 0.561009 0.486149 -0.74 0.26 -0.72
H 1.109977 -1.410208 0.031804 -2.07 0.87 -0.36
C 0.134548 -0.764709 -0.006723 3.30 -0.67 2.07
H 0.954455 0.957702 1.333600 0.78 -0.82 0.93
S -0.406291 1.837723 -0.266383 0.26 1.37 1.30
Cl -0.767194 -1.615163 1.582414 -0.03 0.25 -1.24
S -0.559058 -0.602953 -1.624065 -0.77 0.88 0.49
```
Positions in Å, forces in eV/Å.

Record 3
Computed, not measured: a structure of composition C17H25ClN5NiO2, with ωB97M-V with the def2-TZVPD basis set.

Results
E_HOMO (spin up / spin down) = -11.672 / -11.749 eV
spin multiplicity = 3
orbital gap (spin up / spin down) = 8.358 / 8.439 eV
net charge = +1
<S²> = 2.01

Structure (XYZ):
```
51
Properties=species:S:1:pos:R:3:forces:R:3
O 0.597827 -1.469325 -0.952189 -0.06 -0.03 0.20
C 0.862917 -2.542086 -0.315562 0.01 0.15 -0.26
H -1.413150 0.769359 -4.307470 0.03 0.00 0.01
C 2.171077 1.251949 -0.388349 0.13 -0.02 0.30
H 3.520458 2.233540 -3.309219 -0.01 0.01 0.01
C 1.439923 1.856714 -2.963505 0.05 0.05 -0.06
H 4.196762 1.675841 -0.994343 -0.01 -0.02 -0.02
H -3.852911 -1.692568 -0.374288 -0.04 -0.01 -0.01
N 1.342921 0.207236 1.516672 -0.04 -0.28 -0.08
H -3.272458 -0.147271 -2.319573 -0.03 -0.02 -0.04
H 3.887302 0.289921 2.460954 0.00 0.01 0.01
H 3.464256 2.004957 2.422586 -0.01 0.00 -0.01
H -2.058304 -1.660016 2.647302 -0.01 0.00 0.01
C -0.939253 1.151801 -2.261853 0.14 0.06 -0.07
O 0.536832 -2.781283 0.853686 -0.05 -0.01 0.21
C 1.689638 -3.593758 -1.032734 0.05 -0.08 -0.12
H 1.462108 -4.570789 -0.623655 -0.02 -0.04 0.00
C 3.155797 1.638183 -1.281765 0.07 0.02 -0.08
H -0.036710 1.535678 3.719635 0.05 0.02 0.01
C 1.049477 -0.150316 2.882961 -0.08 0.05 -0.12
H -2.642554 1.697787 -3.445588 -0.01 0.00 0.00
H -3.648876 -1.443995 1.926908 -0.04 0.00 0.00
H 1.140298 2.057623 -3.982607 0.02 -0.01 0.02
N 0.901358 1.228481 -0.762490 -0.10 -0.25 0.13
N -1.501729 0.501119 -1.328149 -0.06 0.04 0.13
H -1.142929 1.843574 1.878084 -0.05 0.01 0.07
H -3.495535 0.683166 -0.783249 0.03 0.03 0.03
C 3.614290 1.115521 1.806341 -0.01 -0.01 -0.04
C -2.830093 -1.386847 -0.607001 0.07 0.03 0.03
H -1.487319 -2.293520 0.661853 -0.01 0.06 0.03
H -3.144092 0.951898 1.497939 0.00 0.00 -0.01
H 2.742038 -3.376301 -0.860795 0.03 -0.01 0.02
Ni -0.306890 -0.101485 0.249030 -0.15 0.10 -0.03
C -2.855494 -0.021884 -1.320380 0.12 -0.06 0.04
N -1.147612 0.850294 2.068134 0.13 -0.04 -0.03
H 1.825276 0.116981 3.601355 0.04 0.02 0.01
C 2.772055 1.947810 -2.582161 0.03 0.01 0.02
C -1.571487 1.549901 -3.558787 0.04 -0.01 0.00
H -1.134378 2.471002 -3.939854 -0.02 0.00 0.01
Cl 1.441707 -3.648864 -2.797350 -0.01 0.04 0.08
N -1.980732 -1.406462 0.598733 0.03 0.00 -0.01
C 2.361554 0.795608 1.047055 0.00 0.26 -0.07
C -0.270713 0.583870 3.243929 -0.03 -0.01 -0.07
C 0.519393 1.467545 -2.004915 -0.33 -0.04 -0.15
H -2.938087 0.572928 3.202874 -0.01 0.01 0.03
H -0.820138 -0.008778 3.975001 -0.01 0.00 0.01
C -2.610884 -1.103496 1.887203 0.06 -0.04 -0.04
H 4.450959 1.318806 1.142334 -0.02 -0.02 0.00
C -2.536762 0.383667 2.204025 0.05 0.00 -0.07
H 0.905836 -1.232545 2.897990 -0.02 0.02 -0.01
H -2.412968 -2.121168 -1.294756 0.02 0.01 -0.03
```
Positions in Å, forces in eV/Å.

Energy above the lowest of the compared OMol25 structures with the same formula, charge and spin for every record listed, in sequence, given in kcal per mole: 0.0; 9.2; 0.0.
E for every record listed, in sequence, given in eV: -91824.9743; -37785.6035; -83142.8584.
Maximum force for every record listed, in sequence, given in Eh/bohr: 0.048; 0.077; 0.007.